[1]
{
  "formula": "C11H10N2OS",
  "method": "the ωB97M-V functional and the def2-TZVPD basis",
  "spin_multiplicity": 3,
  "homo_ha": [-0.2102, -0.2596],
  "orbital_gap_ev": [4.693, 4.123],
  "e_lumo_ev": [-1.03, -2.94],
  "de_lowest_ev": 3.112,
  "symbols": ["C", "C", "C", "C", "C", "C", "C", "C", "C", "C", "C", "N", "N", "O", "S", "H", "H", "H", "H", "H", "H", "H", "H", "H", "H"],
  "positions_angstrom": [[0.781, -2.727, 2.294], [1.653, -2.788, 1.044], [-0.098, -1.669, 2.373], [1.667, -1.809, 0.149], [-1.225, 0.217, 1.113], [-0.207, -0.686, 1.286], [-1.282, 1.148, 0.047], [0.724, -0.720, 0.155], [-0.469, 0.824, -1.136], [-2.101, 2.188, 0.203], [-0.600, 1.515, -2.266], [0.505, -0.104, -0.984], [2.622, 1.755, -2.004], [-2.164, 3.294, -0.606], [2.535, 0.340, -2.030], [0.674, -3.663, 2.897], [2.091, -3.762, 0.729], [-0.814, -1.590, 3.264], [2.195, -1.717, -0.771], [-2.044, 0.389, 1.833], [-2.606, 2.141, 1.087], [-1.212, 2.412, -2.200], [0.127, 1.287, -3.082], [-2.553, 3.973, -0.102], [1.802, -0.248, -3.294]]
}

[2]
{
  "formula": "C11H10O6P2",
  "method": "the ωB97M-V functional and the def2-TZVPD basis",
  "homo_ha": -0.3358,
  "orbital_gap_ev": 7.449,
  "e_lumo_ev": -1.69,
  "smiles": "O=C1OC(=O)C(PP(=O)(O)O)=C1Cc1ccccc1",
  "symbols": ["O", "C", "O", "C", "O", "C", "P", "P", "O", "O", "O", "C", "C", "C", "C", "C", "C", "C", "C", "H", "H", "H", "H", "H", "H", "H", "H", "H", "H"],
  "positions_angstrom": [[0.021, 2.578, 2.939], [-0.644, 2.521, 1.889], [-1.512, 3.533, 1.367], [-1.904, 3.143, 0.022], [-2.428, 3.954, -0.756], [-1.493, 1.623, -0.197], [-1.872, 0.392, -1.571], [-2.916, -1.254, -0.517], [-2.075, -2.545, -0.507], [-4.448, -1.535, -1.222], [-3.218, -0.842, 1.122], [-0.703, 1.253, 0.925], [0.043, -0.103, 1.303], [1.370, -0.327, 0.431], [1.975, 0.703, -0.552], [3.253, 0.345, -1.384], [3.939, -1.032, -1.233], [3.365, -2.086, -0.232], [2.081, -1.724, 0.592], [-0.665, -0.224, -2.067], [-4.292, -1.516, -2.197], [-3.044, -1.632, 1.692], [0.230, -0.072, 2.435], [-0.621, -1.034, 1.112], [1.484, 1.725, -0.680], [3.700, 1.085, -2.134], [4.881, -1.344, -1.803], [3.862, -3.110, -0.107], [1.630, -2.474, 1.334]]
}

[3]
{
  "formula": "C11H11Cl2O3PPrRh",
  "method": "the ωB97M-V functional and the def2-TZVPD basis",
  "spin_multiplicity": 7,
  "homo_ha": [-0.8332, -0.8335],
  "orbital_gap_ev": [8.025, 4.399],
  "charge": 4,
  "e_lumo_ev": [-14.65, -18.28],
  "de_lowest_ev": 0.750,
  "symbols": ["Pr", "Rh", "Cl", "Cl", "C", "C", "C", "O", "O", "O", "C", "P", "C", "C", "C", "C", "C", "C", "C", "H", "H", "H", "H", "H", "H", "H", "H", "H", "H", "H"],
  "positions_angstrom": [[2.383, 1.144, -2.923], [-0.066, 0.223, 1.343], [4.218, 1.221, -1.164], [0.646, -0.834, -2.916], [-1.278, -0.011, 0.031], [1.894, 3.559, -2.406], [0.171, 2.258, -3.699], [-2.035, -0.085, -0.863], [1.622, 4.647, -2.124], [-0.857, 2.727, -3.932], [2.894, -1.418, 1.280], [1.087, -1.516, 1.158], [0.708, -2.756, -0.088], [0.578, -2.131, 2.827], [0.298, -1.038, 3.670], [-0.596, -1.214, 4.737], [-1.124, -2.475, 5.000], [-0.787, -3.567, 4.188], [0.023, -3.396, 3.057], [3.271, -1.112, 0.298], [3.316, -2.386, 1.586], [3.144, -0.653, 2.023], [0.857, -3.781, 0.272], [-0.333, -2.617, -0.410], [1.356, -2.549, -0.950], [0.729, -0.035, 3.487], [-0.913, -0.329, 5.284], [-1.787, -2.606, 5.862], [-1.213, -4.549, 4.401], [0.215, -4.220, 2.357]]
}

[4]
{
  "formula": "C11H11ClO2Sn",
  "method": "the ωB97M-V functional and the def2-TZVPD basis",
  "homo_ha": -0.0041,
  "orbital_gap_ev": 5.338,
  "charge": -2,
  "e_lumo_ev": 5.23,
  "symbols": ["C", "C", "C", "H", "C", "C", "H", "H", "H", "H", "Sn", "Cl", "C", "C", "C", "H", "C", "C", "H", "H", "H", "H", "O", "C", "O", "H"],
  "positions_angstrom": [[-2.648, -1.223, -0.097], [-1.908, -1.377, -1.306], [-1.640, -0.098, -1.838], [-1.523, -2.288, -1.790], [-2.053, 0.867, -0.887], [-2.645, 0.183, 0.218], [-3.069, 0.708, 1.093], [-3.043, -2.074, 0.509], [-1.319, 0.109, -2.862], [-2.028, 1.943, -1.084], [-0.504, -0.917, 1.673], [0.111, -2.472, 3.334], [2.843, -0.002, 0.072], [2.633, 1.262, -0.577], [2.345, 1.019, -1.951], [2.431, 2.178, -0.010], [2.359, -0.415, -2.157], [2.677, -1.029, -0.910], [2.551, -2.084, -0.662], [2.801, -0.167, 1.153], [2.018, 1.769, -2.676], [2.062, -0.965, -3.061], [-0.647, 2.261, 4.250], [-0.634, 1.309, 3.517], [-0.153, 1.260, 2.256], [-1.017, 0.242, 3.796]]
}

[5]
{
  "formula": "C11H11F3N2O3V",
  "method": "the ωB97M-V functional and the def2-TZVPD basis",
  "homo_ha": -0.4942,
  "orbital_gap_ev": 7.727,
  "charge": 1,
  "e_lumo_ev": -5.72,
  "de_lowest_ev": 0.141,
  "symbols": ["V", "N", "C", "C", "O", "N", "C", "C", "O", "O", "H", "H", "H", "H", "H", "H", "F", "C", "F", "H", "F", "C", "C", "C", "C", "C", "C", "H", "H", "H", "H"],
  "positions_angstrom": [[0.415, 0.360, 0.031], [0.412, -1.633, -0.787], [1.762, -2.185, -1.012], [2.683, -1.015, -1.255], [3.741, -1.076, -1.817], [2.131, 0.142, -0.722], [2.796, 1.381, -1.053], [1.711, 2.413, -1.305], [1.775, 3.488, -1.771], [0.489, 1.910, -0.791], [-0.119, -2.242, -0.173], [-0.099, -1.588, -1.666], [1.799, -2.879, -1.849], [2.094, -2.706, -0.114], [3.451, 1.265, -1.918], [3.410, 1.764, -0.231], [0.914, -0.849, 1.849], [1.110, 0.539, 1.935], [0.328, 1.028, 2.886], [2.163, 0.737, 2.133], [-5.245, 0.353, 1.577], [-4.015, 0.221, 1.104], [-3.700, -0.934, 0.390], [-2.422, -1.083, -0.103], [-1.477, -0.082, 0.117], [-1.824, 1.078, 0.812], [-3.103, 1.234, 1.326], [-4.461, -1.688, 0.243], [-2.194, -1.985, -0.658], [-1.130, 1.908, 0.956], [-3.396, 2.124, 1.863]]
}

[6]
{
  "formula": "C11H11HgN3O5",
  "method": "the ωB97M-V functional and the def2-TZVPD basis",
  "homo_ha": -0.5369,
  "orbital_gap_ev": 3.841,
  "charge": 2,
  "e_lumo_ev": -10.77,
  "de_lowest_ev": 0.000,
  "symbols": ["Hg", "O", "C", "C", "O", "C", "O", "C", "O", "C", "H", "H", "C", "H", "H", "C", "N", "C", "C", "C", "N", "C", "O", "N", "H", "H", "H", "H", "H", "H", "H"],
  "positions_angstrom": [[0.077, 0.189, -3.122], [-0.005, 3.788, -0.583], [-0.072, 2.714, -0.949], [-0.106, -2.395, -0.724], [-0.262, -3.471, -0.359], [2.771, -0.379, -1.361], [3.817, -0.243, -0.936], [-2.380, 0.128, -0.725], [-3.503, 0.138, -0.484], [0.197, 0.834, -5.265], [-0.731, 1.447, -5.529], [1.176, 1.357, -5.496], [0.131, -0.551, -5.340], [1.057, -1.144, -5.633], [-0.847, -1.049, -5.669], [-1.916, -1.602, 3.275], [-0.855, -0.729, 2.860], [-0.078, -0.071, 3.830], [0.892, 0.742, 3.397], [1.004, 0.846, 1.966], [0.305, 0.262, 1.044], [-0.661, -0.555, 1.549], [-1.437, -1.207, 0.768], [1.976, 1.678, 1.577], [-2.892, -1.329, 2.902], [-1.943, -1.615, 4.375], [-1.829, -2.612, 2.909], [-0.350, -0.297, 4.843], [1.575, 1.291, 4.014], [2.610, 2.057, 2.254], [2.278, 1.779, 0.616]]
}

[7]
{
  "formula": "C11H11N",
  "method": "the ωB97M-V functional and the def2-TZVPD basis",
  "homo_ha": -0.2344,
  "orbital_gap_ev": 5.956,
  "e_lumo_ev": -0.42,
  "de_lowest_ev": 11.670,
  "symbols": ["C", "C", "C", "C", "C", "C", "C", "C", "C", "C", "C", "H", "H", "H", "H", "H", "H", "H", "H", "H", "H", "H", "N"],
  "positions_angstrom": [[0.460, -0.730, 0.679], [1.527, -1.468, 0.358], [2.630, -0.835, -0.216], [2.662, 0.545, -0.354], [1.588, 1.320, 0.108], [0.484, 0.662, 0.652], [-1.930, -1.305, -0.313], [-2.873, -0.397, 0.115], [-2.405, 0.945, 0.027], [-1.150, 1.265, -0.438], [-0.316, 0.241, -0.732], [-0.373, -1.266, 1.177], [1.372, -2.556, 0.410], [3.427, -1.417, -0.708], [3.517, 1.044, -0.767], [1.604, 2.400, 0.161], [-0.350, 1.193, 0.972], [-2.273, -2.315, -0.392], [-3.829, -0.735, 0.624], [-3.117, 1.608, 0.752], [-0.695, 2.224, -0.456], [0.828, 0.522, -0.802], [-0.787, -0.945, -0.856]]
}

[8]
{
  "formula": "C11H11N",
  "method": "the ωB97M-V functional and the def2-TZVPD basis",
  "homo_ha": -0.3449,
  "orbital_gap_ev": 10.310,
  "e_lumo_ev": 0.92,
  "de_lowest_ev": 0.729,
  "smiles": "c1ccccc1.c1ccncc1",
  "symbols": ["C", "C", "C", "C", "C", "C", "H", "H", "H", "H", "H", "H", "C", "C", "C", "N", "C", "C", "H", "H", "H", "H", "H"],
  "positions_angstrom": [[1.378, -2.096, -0.446], [1.562, -0.963, -1.239], [2.301, 0.117, -0.753], [2.856, 0.063, 0.526], [2.673, -1.071, 1.319], [1.933, -2.150, 0.833], [0.796, -2.945, -0.828], [1.125, -0.920, -2.245], [2.446, 1.008, -1.377], [3.438, 0.912, 0.908], [3.110, -1.113, 2.325], [1.789, -3.042, 1.457], [-2.607, 0.115, 0.550], [-3.066, 0.338, -0.745], [-2.692, 1.513, -1.396], [-1.908, 2.452, -0.844], [-1.474, 2.222, 0.404], [-1.792, 1.080, 1.136], [-2.880, -0.799, 1.095], [-3.711, -0.391, -1.254], [-3.039, 1.716, -2.418], [-0.834, 3.001, 0.840], [-1.403, 0.953, 2.155]]
}

[9]
{
  "formula": "C11H11N3",
  "method": "the ωB97M-V functional and the def2-TZVPD basis",
  "homo_ha": [-0.2469, -0.2264],
  "orbital_gap_ev": [4.418, 3.314],
  "e_lumo_ev": [-2.30, -2.85],
  "de_lowest_ev": 9.167,
  "symbols": ["C", "C", "C", "C", "C", "C", "C", "C", "C", "C", "C", "N", "N", "N", "H", "H", "H", "H", "H", "H", "H", "H", "H", "H", "H"],
  "positions_angstrom": [[2.370, -1.386, 0.681], [2.624, 0.460, -0.315], [-0.812, -2.172, -0.084], [-1.274, -1.378, 0.974], [-0.769, -1.665, -1.319], [-1.334, 0.052, 0.890], [-0.010, 1.872, -0.326], [-1.960, 0.714, -1.570], [0.847, 1.718, 0.895], [-0.937, -0.336, -1.458], [-1.061, 0.704, -0.397], [3.024, -0.823, -0.352], [1.503, -0.600, 1.282], [1.690, 0.577, 0.677], [2.464, -2.420, 0.969], [-0.515, -3.240, 0.095], [-1.517, -1.771, 2.025], [-0.321, -2.278, -2.062], [-1.281, 0.714, 1.815], [-0.508, 2.882, -0.286], [0.677, 2.050, -1.217], [-1.901, 1.665, -2.144], [-2.971, 0.311, -1.493], [1.598, 2.600, 0.837], [0.376, 1.749, 1.884]]
}